The following is a quantum chemistry calculation of a cluster of 21 separate species, C32H106O32 in total at a distorted geometry, from the Open Molecules 2025 dataset.

Calculated values
HOMO energy: -9.64 eV
electronic energy: -3690.14245 a.u.
LUMO energy: 0.40 eV
Kohn-Sham gap: 10.04 eV
2S+1: 1

Each line ends with the Mulliken charge.
Geometry (Å):
O -3.037 1.133 0.071  1.74
O 1.682 -3.842 2.646  -0.59
O -1.676 -5.424 -1.173  -0.46
O -2.654 5.877 -0.768  -0.41
O -0.420 -5.080 -3.649  -0.56
O 5.393 -0.363 4.232  -0.59
O -3.686 -0.808 -1.795  -0.05
O -4.995 5.396 0.610  -0.61
O 5.980 -2.856 -0.190  -0.59
O -6.410 0.378 -1.123  -0.58
O 0.640 0.117 5.804  -0.51
O 0.543 -5.912 0.709  -0.61
O 3.287 3.727 -0.691  -0.66
O -2.490 5.392 -4.221  -0.67
O 0.503 2.609 4.512  -0.71
O 1.541 3.533 -2.814  -0.46
O 0.398 -1.935 4.206  -0.38
O -2.638 -3.232 -2.798  -0.43
O 4.478 -0.615 7.056  -0.52
O 2.552 4.863 4.481  -0.58
O 4.241 -1.539 -4.277  -0.49
O 0.548 -1.105 -5.802  -0.59
O 0.813 -0.878 -0.563  0.42
O 2.787 0.908 -0.244  -0.30
O -1.360 3.426 0.275  0.74
O 2.833 -2.416 -6.726  -0.51
O -4.719 -1.064 0.804  -0.68
O 3.938 -3.243 4.383  -0.38
O -4.639 3.173 -4.238  -0.57
O 4.319 -4.018 -3.112  -0.48
O -0.622 -0.260 -2.979  0.24
O -7.673 4.355 0.947  -0.55
C -3.504 -4.111 -1.990  -0.58
C -4.698 -0.329 -2.680  0.14
C 4.715 -4.014 -1.749  0.38
C 1.739 5.683 3.598  -0.44
C -3.756 -0.428 1.625  -0.72
C -3.703 3.566 -3.232  1.05
C -2.764 -4.645 -0.786  -0.14
C 3.557 -0.306 -3.853  0.05
C 0.743 -2.435 -5.629  0.13
C -0.252 -0.831 0.397  -0.62
C 1.409 4.638 -1.942  -0.15
C -2.377 4.051 -3.700  -0.31
C -0.575 -2.613 4.929  -0.97
C 3.477 0.269 0.891  0.05
C 5.223 -2.643 -1.371  -0.24
C -5.302 3.944 0.547  0.12
C -6.126 -0.532 -2.170  -0.76
C 1.698 -5.075 0.582  -0.05
C -6.706 3.742 -0.004  -0.41
C 1.024 -0.180 7.183  -0.86
C 4.307 0.350 4.782  0.37
C 4.526 0.600 6.319  -0.58
C 4.816 -4.290 3.987  -0.73
C -3.561 0.997 1.330  0.32
C -1.730 5.870 0.257  -0.72
C -0.827 1.094 -3.328  -0.85
C -1.767 4.556 1.031  -0.19
C 1.605 -3.065 -6.752  -0.74
C 1.005 -5.075 -3.409  -0.33
C 1.563 -3.732 1.223  1.16
C 0.236 1.971 3.318  0.53
C 1.967 4.294 -0.554  -0.07
H 3.147 2.750 -0.595  0.44
H -2.526 -3.796 -0.143  0.08
H -6.225 -1.565 -1.802  0.25
H -0.644 -0.783 -3.773  -0.24
H 5.976 -2.034 0.323  0.33
H -3.126 -1.477 -2.158  -0.07
H 0.970 1.231 3.054  -0.36
H 2.289 6.607 3.359  0.38
H -3.432 0.439 -0.460  -0.97
H -3.537 -5.247 -0.307  0.33
H 1.427 0.759 7.565  0.38
H 1.216 -4.104 -2.984  -0.02
H 1.905 -4.951 -0.506  -0.54
H 3.365 -0.309 -2.795  -0.14
H -4.664 3.849 -4.914  0.30
H 0.895 6.048 4.091  0.32
H -1.917 6.702 1.005  0.32
H -2.038 2.896 -0.120  -0.66
H 4.752 -3.204 -3.483  0.34
H -2.832 1.426 2.016  0.11
H -4.577 -0.690 -3.694  0.51
H -0.720 1.424 3.511  0.16
H 5.427 -4.599 4.889  0.25
H 3.650 1.229 6.658  0.16
H 0.081 1.544 -3.780  0.33
H 0.347 4.910 -1.850  -0.08
H -4.513 1.509 1.341  -0.11
H -1.758 -3.687 -2.885  0.21
H -1.952 3.452 -4.459  0.52
H 2.048 0.361 -0.443  0.24
H 3.873 -1.877 -5.096  0.31
H 1.736 -4.133 -6.521  0.35
H -3.827 -4.965 -2.644  0.35
H 3.416 -2.736 -7.454  0.26
H -2.367 5.925 -3.429  0.37
H 5.473 -4.809 -1.493  0.28
H -5.550 5.832 1.312  0.30
H 3.637 -0.777 0.711  -0.15
H -4.300 -1.162 -0.077  0.19
H 1.583 -5.179 -4.337  0.15
H 1.484 5.146 2.673  0.05
H 3.386 4.618 4.049  0.30
H -4.547 3.512 -0.077  -0.15
H 1.290 -5.840 -2.670  0.48
H 2.581 -5.629 0.962  0.38
H 1.920 -0.774 7.175  0.30
H -0.170 -3.005 -5.663  0.48
H -4.388 -3.548 -1.785  0.33
H -8.482 4.329 0.416  0.32
H -1.013 -0.169 0.010  0.22
H -0.823 -5.609 -2.928  0.28
H -1.659 1.111 -4.004  0.48
H 3.799 -4.179 -1.093  -0.48
H 3.491 -0.314 4.542  -0.02
H 1.339 -0.769 -6.287  0.36
H -1.446 -2.061 5.353  0.30
H 2.670 -0.097 -4.500  0.09
H 1.926 5.496 -2.334  0.36
H 0.176 -0.570 7.768  0.27
H -0.872 -3.442 4.341  0.39
H -6.827 -0.396 -2.969  0.50
H 0.592 -3.389 0.859  -0.38
H -0.581 -1.848 0.634  -0.13
H 0.417 -0.800 -1.425  -0.14
H -1.688 3.983 -2.838  -0.22
H 4.284 -5.176 3.744  0.31
H -0.190 -3.121 5.825  0.32
H -4.030 4.451 -2.663  0.24
H -0.937 1.580 -2.397  -0.01
H 5.207 -1.274 4.383  0.31
H 1.329 -2.693 -4.774  -0.12
H 3.083 -3.273 3.902  0.43
H -6.939 2.686 -0.050  0.29
H -2.762 4.400 1.470  0.24
H -5.287 3.582 1.618  0.41
H -0.761 5.817 -0.224  0.10
H -2.815 -1.050 1.564  -0.14
H 5.438 1.167 6.407  0.42
H 1.050 -2.845 -7.648  0.37
H -6.016 -0.062 -0.304  0.38
H -3.568 5.999 -0.496  0.30
H 2.438 3.305 -2.567  0.34
H 2.357 -3.101 0.844  -0.14
H -4.518 0.724 -2.721  -0.33
H 0.206 2.738 2.520  0.00
H 0.377 -5.973 1.651  0.35
H 1.307 3.574 -0.051  0.00
H 5.813 -2.276 -2.206  0.43
H 2.839 0.495 1.794  -0.29
H 5.466 -3.988 3.174  0.27
H 1.186 -3.136 3.108  0.39
H -1.069 4.613 1.835  0.29
H 4.338 1.354 4.295  0.17
H 0.871 1.066 5.567  0.25
H 0.563 -1.127 4.711  0.31
H 5.334 -1.044 7.085  0.30
H -3.699 2.660 -2.550  -0.83
H 0.082 -0.375 1.302  0.19
H 1.246 3.256 4.491  0.29
H -1.027 -5.506 -0.416  0.31
H 4.330 -2.079 -1.181  0.06
H -6.816 4.217 -0.988  0.30
H 4.395 0.841 1.019  0.37
H 4.294 0.602 -3.973  0.22
H -4.069 -0.438 2.658  0.53
H 1.966 5.230 -0.027  0.33

Forces on the atoms, in the same order (eV/Å):
O 1.0 0.8 -1.7
O -0.5 -0.1 -0.2
O 1.3 -0.2 0.9
O -0.2 0.3 -1.9
O 0.2 -0.8 0.2
O 1.2 1.0 -0.2
O -1.1 0.6 1.1
O -0.8 -0.4 0.7
O 0.0 0.9 0.4
O 0.6 -0.9 1.5
O 0.3 0.9 0.4
O -0.1 0.5 -0.2
O -0.9 -0.4 0.2
O 0.3 -0.7 0.6
O 1.1 0.9 2.2
O -0.1 0.3 0.2
O -0.2 0.1 -0.5
O 0.1 -0.8 0.8
O -0.2 0.5 0.1
O -0.7 0.0 -0.3
O -0.3 1.3 0.8
O 0.4 2.2 -0.9
O 0.4 -0.3 1.2
O 2.4 0.5 1.1
O 1.4 0.7 0.2
O 1.9 0.5 -0.9
O -0.1 0.2 -0.5
O -0.2 0.4 0.0
O 0.3 0.1 0.2
O 0.8 0.6 0.1
O 0.3 -0.8 0.7
O 0.8 -0.6 -1.5
C 1.7 -0.5 -2.3
C -0.2 0.1 -0.2
C -0.9 -0.9 0.6
C 2.5 -0.1 -0.9
C 0.7 -1.7 1.2
C -1.0 -0.8 1.0
C -1.8 0.5 -0.1
C 2.0 1.1 -1.8
C 1.5 -2.8 -1.2
C 0.3 0.0 -0.9
C -0.9 -0.3 0.6
C 0.6 0.3 0.5
C -0.5 -0.9 1.8
C -1.6 2.4 -0.1
C 0.2 -1.6 0.4
C -1.4 2.0 1.8
C 1.2 -0.5 0.6
C 1.2 -1.0 -0.8
C -0.3 0.6 1.0
C 0.3 1.5 -1.1
C 1.3 0.5 0.8
C -2.1 -0.3 -1.4
C 0.5 0.3 1.6
C 0.3 0.4 0.2
C -0.5 -0.8 1.4
C 1.5 -0.4 -0.7
C -1.1 -0.5 -0.2
C -1.4 -0.2 1.1
C -0.6 0.2 0.3
C 0.0 -0.3 0.2
C -1.0 0.3 -0.9
C -0.2 -0.7 -1.0
H 0.3 0.7 0.1
H 0.4 -0.1 0.2
H -0.1 0.1 -0.2
H 0.2 -0.3 -0.5
H 0.2 -0.3 -0.1
H 0.8 -1.1 -0.9
H 0.6 -0.5 -0.2
H 0.1 -0.4 -0.3
H 0.2 0.0 -1.0
H 0.1 -0.2 0.6
H -0.6 0.1 0.6
H 0.6 0.3 0.2
H -0.5 0.0 0.7
H -0.5 -0.5 0.4
H 0.0 0.3 -0.2
H -1.5 -0.1 1.1
H 0.7 -0.6 -0.9
H -1.1 -0.3 -0.1
H -1.0 -0.9 0.0
H -0.2 0.2 0.4
H 0.2 -0.5 -0.2
H 0.5 0.6 -0.7
H -0.4 0.7 -1.0
H 1.0 -0.5 -0.1
H -0.5 -0.3 0.0
H 0.2 -0.2 -0.1
H -0.4 0.2 0.7
H -0.9 0.4 -0.1
H 0.4 -0.7 -1.0
H -1.5 -1.0 -0.4
H -0.4 0.2 -0.3
H -0.3 0.2 -0.4
H 0.3 0.5 0.5
H -0.7 0.4 0.8
H -0.1 0.5 -0.1
H -0.6 0.7 -0.4
H 0.6 -0.9 -1.1
H 0.1 -0.5 0.1
H -0.2 -0.3 0.2
H -0.3 -0.2 0.3
H 0.0 0.2 0.3
H -0.4 0.3 0.0
H 0.4 -0.4 -0.2
H 0.0 0.1 -0.4
H -0.3 0.3 0.1
H 0.0 -1.0 0.0
H -0.7 0.0 0.4
H -0.4 0.4 0.6
H 0.0 0.2 0.6
H -0.6 -0.2 0.0
H 0.2 0.5 -0.5
H -0.6 0.7 -0.2
H 1.0 -0.2 -0.8
H -1.3 0.7 0.4
H -0.9 -0.1 0.6
H 0.5 0.2 -1.0
H 0.5 -0.3 0.9
H 0.4 0.5 -0.3
H 0.5 0.1 -0.3
H -0.9 -0.7 -0.8
H -0.4 0.3 -0.5
H 0.0 0.5 0.5
H -0.4 0.2 -0.1
H -0.5 0.1 -1.1
H -0.2 0.3 -0.3
H -0.7 -0.8 -0.6
H 0.5 0.2 0.1
H -0.7 -0.4 0.2
H -0.7 0.9 0.8
H -0.2 -1.4 0.1
H 0.0 0.2 1.4
H 0.9 -0.4 0.0
H 0.1 -0.3 -0.3
H 0.1 0.0 -0.1
H 0.2 0.0 -1.2
H 0.4 0.9 0.1
H -0.6 0.9 0.1
H 0.5 0.1 0.4
H 0.0 -0.4 -0.9
H -0.8 1.0 -1.1
H -0.1 -0.1 0.7
H 0.6 -0.8 -0.5
H 0.1 0.4 -0.2
H -0.2 0.9 -0.2
H -0.5 -0.8 0.0
H -0.2 -0.2 0.3
H 0.1 0.2 -0.1
H 0.3 0.6 0.1
H 0.7 -0.8 -0.6
H 0.2 0.0 -0.2
H 0.0 0.1 -0.2
H 0.6 0.2 0.8
H -0.6 -0.7 0.1
H -0.6 -1.3 0.4
H 0.5 0.7 0.2
H 0.2 0.1 -0.2
H 0.5 1.2 -0.6
H 0.6 0.2 0.7
H -0.5 -0.5 -0.3
H -0.7 0.0 -0.9
H -0.2 1.0 -0.1
H 0.1 -0.2 0.2
H 0.1 -0.4 0.0
H -1.3 -1.7 -0.1
H -0.5 -0.6 0.4
H 0.4 0.4 0.7

***

The following is a quantum chemistry calculation of the ion C4H3FNS with charge -1 at a distorted geometry, from the Open Molecules 2025 dataset.

Calculated values
HOMO energy: -2.35 eV
electronic energy: -706.89589 a.u.
LUMO energy: 3.85 eV
charge: -1
energy above the lowest of the compared OMol25 structures with the same formula, charge and spin: 4.023 eV
Kohn-Sham gap: 6.20 eV
2S+1: 1

Each line ends with the Mulliken charge.
Geometry (Å):
S -0.512 3.920 0.035  -0.45
F 3.535 0.850 -0.047  -0.21
N -0.547 1.298 0.081  0.13
C 0.005 0.083 0.027  0.00
C 1.363 -0.138 0.110  -0.40
C 0.148 2.470 -0.287  -0.60
C 2.203 1.004 0.385  -0.43
H -0.508 -0.842 -0.120  0.30
H 1.889 -1.060 -0.022  0.37
H -1.597 1.162 0.022  0.29

Forces on the atoms, in the same order (eV/Å):
S -0.4 0.6 0.2
F -1.2 -0.5 -0.2
N -1.8 -0.6 -0.9
C 2.6 -1.5 0.5
C 1.5 2.6 -0.2
C 0.3 -1.2 0.0
C -0.6 0.2 0.6
H -1.4 0.0 0.0
H -0.3 -0.9 -0.3
H 1.3 1.3 0.2

***

The following is a quantum chemistry calculation of the ion C3H7N3O with charge +2 at a distorted geometry, from the Open Molecules 2025 dataset.

Calculated values
HOMO energy: -20.44 eV
electronic energy: -357.24384 a.u.
LUMO energy: -9.11 eV
charge: +2
energy above the lowest of the compared OMol25 structures with the same formula, charge and spin: 3.065 eV
Kohn-Sham gap: 11.33 eV
2S+1: 1

Each line ends with the Mulliken charge.
Geometry (Å):
O 1.232 -2.475 -2.854  -0.13
N 0.623 -2.267 -0.430  -0.15
N 0.109 1.880 0.690  -0.09
N -0.666 0.050 -0.583  -0.14
C 0.855 -1.958 -1.911  0.23
C -0.853 1.244 0.179  0.17
C 0.515 -0.745 -0.964  0.13
H 0.980 1.503 0.429  0.15
H 1.537 -0.246 -0.740  0.29
H -0.227 -2.637 -0.137  0.29
H 1.384 -2.628 0.071  0.29
H 0.116 2.783 1.116  0.29
H -1.530 -0.400 -0.751  0.27
H -1.846 1.529 0.429  0.40

Forces on the atoms, in the same order (eV/Å):
O 0.3 -0.4 -0.7
N 0.7 2.0 -2.0
N 0.8 -0.2 -0.7
N 1.0 0.7 0.6
C -2.2 2.4 1.9
C 0.4 -3.2 -1.1
C 2.0 0.5 0.7
H 1.8 0.1 0.2
H -1.8 -0.7 -0.3
H -2.2 -1.2 0.4
H 1.7 -0.4 1.4
H -0.5 0.7 0.6
H -1.1 -0.4 -0.5
H -1.0 0.1 -0.4

***

The following is a quantum chemistry calculation of the ion C6H11N2 with charge +1 at a distorted geometry, from the Open Molecules 2025 dataset.

Calculated values
HOMO energy (spin up / spin down): -11.55 / -12.49 eV
electronic energy: -344.25863 a.u.
LUMO energy (spin up / spin down): -4.45 / -3.59 eV
charge: +1
energy above the lowest of the compared OMol25 structures with the same formula, charge and spin: 6.980 eV
Kohn-Sham gap (spin up / spin down): 7.10 / 8.91 eV
2S+1: 1

Each line ends with the Mulliken charge.
Geometry (Å):
N 1.939 0.583 0.174  -0.29
N -1.652 0.645 -0.228  -0.12
C 1.911 -0.549 -0.541  -0.46
C 0.937 -1.549 0.236  -0.92
C -0.470 -0.859 0.599  0.29
C 0.816 1.479 0.013  -0.76
C -0.434 0.624 0.631  -0.19
C -1.725 -0.883 -0.196  -0.64
H 1.980 -0.464 -1.586  0.42
H -2.596 0.991 -0.048  0.34
H 0.799 -2.427 -0.238  0.53
H 0.891 2.380 0.438  0.42
H -1.505 1.113 -1.101  0.32
H -2.458 -1.410 0.348  0.30
H 2.084 0.395 1.155  0.30
H -1.678 -1.261 -1.146  0.37
H 1.362 -1.758 1.128  0.39
H 0.540 1.735 -1.119  0.35
H -0.741 1.217 1.483  0.32

Forces on the atoms, in the same order (eV/Å):
N 0.8 2.7 0.4
N -3.3 -0.6 -1.0
C -2.6 -2.2 1.8
C -1.3 3.4 -1.1
C 4.3 -0.3 -1.2
C -1.9 -4.2 -3.7
C -0.2 2.4 0.5
C 2.0 0.8 0.7
H -0.2 0.0 -1.3
H 0.2 0.7 1.4
H -0.6 -3.0 -1.7
H 0.6 3.3 2.2
H 0.6 -0.4 -1.3
H -1.8 0.4 0.6
H 0.1 0.2 0.3
H 0.2 -1.1 -2.5
H 1.7 -0.7 2.9
H 0.9 -0.9 2.1
H 0.4 -0.4 1.0